# 1
{"formula": "C19H35FN5O4S3", "method": "ωB97M-V with the def2-TZVPD basis set", "energy_ha": -2614.1907, "homo_lumo_gap_ev": 7.52, "homo_ev": -5.5, "charge": -1, "spin_multiplicity": 1, "e_lumo_ha": 0.075, "elements": ["C", "C", "S", "C", "S", "O", "O", "N", "S", "O", "O", "F", "H", "H", "H", "H", "H", "H", "H", "C", "C", "C", "C", "N", "H", "H", "H", "H", "H", "H", "H", "C", "C", "C", "C", "N", "H", "H", "H", "H", "H", "H", "H", "C", "C", "C", "C", "N", "H", "H", "H", "H", "H", "H", "H", "C", "C", "C", "C", "N", "H", "H", "H", "H", "H", "H", "H"], "xyz": [[-0.86548, 1.38679, 2.69416], [-0.43475, -0.08623, 2.67286], [1.29747, -0.27029, 3.21536], [1.08623, -1.18256, 4.74830], [0.70595, -0.15239, 6.17472], [1.78504, 0.80701, 6.29467], [-0.62753, 0.37244, 5.95490], [0.83549, -1.23633, 7.35384], [-0.43813, -1.91588, 7.99284], [-1.34338, -1.03920, 8.68473], [-0.05364, -3.14813, 8.63365], [-1.28078, -2.40822, 6.71395], [-0.09566, 1.98637, 2.21347], [-0.90624, 1.70953, 3.73890], [-1.82788, 1.54135, 2.19849], [-1.05950, -0.67619, 3.34941], [-0.49484, -0.49564, 1.65893], [2.02195, -1.69170, 4.99273], [0.27891, -1.91740, 4.68082], [-0.78435, -0.64256, -2.40841], [-1.25623, 0.72795, -1.93295], [-0.08729, 1.68864, -1.67532], [0.78735, 1.16600, -0.62834], [1.49868, 0.73384, 0.16283], [-0.17313, -1.11916, -1.64615], [-1.62930, -1.29910, -2.60150], [-0.19068, -0.57007, -3.32227], [-1.83343, 0.60862, -1.01374], [-1.92235, 1.18427, -2.66777], [-0.45757, 2.67042, -1.37786], [0.50856, 1.82153, -2.58125], [3.80488, -3.34540, -0.64057], [2.65128, -2.91624, 0.25752], [1.41273, -3.80118, 0.08524], [0.83474, -3.70127, -1.25668], [0.37474, -3.61538, -2.30677], [3.54486, -3.24975, -1.69758], [4.68014, -2.72236, -0.45606], [4.08763, -4.38479, -0.45505], [2.38953, -1.87827, 0.06435], [2.95131, -2.96402, 1.30362], [0.64483, -3.51440, 0.80717], [1.65982, -4.84768, 0.27769], [-4.04238, -3.45985, -6.22253], [-2.54149, -3.19809, -6.22976], [-2.10600, -2.21305, -5.14089], [-2.66729, -0.87813, -5.34730], [-3.10255, 0.17218, -5.51297], [-4.60365, -2.54831, -6.43476], [-4.30937, -4.19894, -6.97834], [-4.36758, -3.84011, -5.25229], [-2.23582, -2.82043, -7.20766], [-2.00280, -4.13302, -6.06685], [-1.01929, -2.12349, -5.11924], [-2.40832, -2.57653, -4.15857], [0.80665, 7.45665, 0.66948], [1.85995, 6.46055, 0.20203], [1.27288, 5.34520, -0.66920], [0.33253, 4.50765, 0.07444], [-0.37703, 3.82604, 0.66759], [0.06010, 6.97264, 1.30065], [1.26503, 8.25652, 1.25099], [0.29163, 7.91107, -0.17974], [2.36128, 6.01816, 1.06427], [2.62519, 6.97730, -0.38085], [2.06959, 4.70371, -1.05078], [0.75876, 5.76930, -1.53460]], "mulliken_charge": [-1.14, -0.34, -0.11, -0.84, 1.18, -0.69, -0.62, -0.49, 1.14, -0.59, -0.63, -0.29, 0.20, 0.36, 0.36, 0.56, 0.12, 0.44, 0.38, -0.49, -0.83, -0.13, 0.30, -0.45, -0.02, 0.11, 0.26, 0.28, 0.40, 0.05, 0.34, -1.30, 0.08, -0.55, 0.35, -0.49, 0.35, 0.36, 0.32, 0.01, 0.30, 0.26, 0.40, -1.18, -0.77, -0.29, 0.48, -0.54, 0.35, 0.35, 0.31, 0.35, 0.37, 0.34, 0.30, -1.13, -0.49, -0.49, 0.41, -0.49, 0.35, 0.33, 0.29, 0.32, 0.32, 0.29, 0.33]}

# 2
{"formula": "C19H35HgNO2P2", "method": "ωB97M-V with the def2-TZVPD basis set", "energy_ha": -1786.2126, "homo_lumo_gap_ev": 6.92, "homo_ev": -6.3, "spin_multiplicity": 1, "e_lumo_ha": 0.021, "elements": ["P", "P", "C", "C", "H", "H", "H", "H", "C", "H", "H", "H", "C", "H", "H", "H", "C", "H", "H", "H", "C", "H", "H", "H", "Hg", "C", "C", "C", "C", "C", "C", "C", "C", "C", "H", "H", "H", "H", "H", "H", "H", "H", "H", "H", "H", "H", "H", "H", "H", "O", "C", "C", "C", "C", "O", "N", "H", "H", "H", "H"], "xyz": [[-0.01931, -1.81671, -2.81482], [0.19526, 1.44641, -2.83585], [-0.25598, -0.87759, -4.38983], [0.42753, 0.49209, -4.39565], [-1.34320, -0.79004, -4.53717], [0.14551, -1.52227, -5.18400], [1.51605, 0.40349, -4.53228], [0.02968, 1.13170, -5.19528], [-1.43647, 2.21156, -3.13338], [-1.69367, 2.85859, -2.28573], [-2.21172, 1.44032, -3.24752], [-1.38926, 2.81521, -4.04925], [1.41574, 2.75927, -3.08114], [1.12115, 3.39637, -3.92365], [2.38917, 2.29427, -3.29730], [1.48444, 3.35177, -2.16209], [-1.06889, -3.25914, -3.18851], [-1.04182, -3.96371, -2.34823], [-0.71373, -3.74796, -4.10565], [-2.09920, -2.90549, -3.34191], [1.68300, -2.43827, -3.08227], [2.39583, -1.60211, -3.07730], [1.73655, -2.94942, -4.05172], [1.94831, -3.14460, -2.28475], [0.42184, -1.31840, 4.65628], [0.48476, 1.58757, 0.58707], [-0.82308, 1.50093, 0.29568], [-1.49859, 0.38461, -0.43394], [-1.71258, -0.97027, 0.29586], [-0.75303, -2.01303, -0.17146], [0.60035, -1.81929, -0.32064], [1.32444, -0.52143, -0.45039], [1.38856, 0.40036, 0.79100], [1.01320, -3.32146, 4.79679], [0.85736, 2.54695, 0.94841], [-1.51546, 2.33413, 0.55096], [-0.93194, 0.13724, -1.36308], [-2.48632, 0.75085, -0.78473], [-1.66399, -0.84090, 1.40346], [-2.74769, -1.31118, 0.07221], [-1.13248, -3.05002, -0.13041], [1.25844, -2.70442, -0.31526], [0.88373, 0.09323, -1.28638], [2.35608, -0.72849, -0.78543], [1.22925, -0.18803, 1.71403], [2.41538, 0.81707, 0.85303], [1.83077, -3.35427, 5.52548], [1.35620, -3.64528, 3.81116], [0.21275, -3.97220, 5.15948], [2.03605, 1.53453, 5.08164], [0.82735, 1.65559, 5.18773], [0.06798, 2.92602, 5.58629], [-1.39538, 2.54946, 5.55465], [-1.43716, 1.09414, 5.06089], [-2.43744, 0.45543, 4.78923], [-0.11368, 0.65278, 4.94599], [0.38552, 3.23071, 6.59261], [0.29499, 3.73467, 4.87994], [-1.83350, 2.59345, 6.56179], [-1.97771, 3.19521, 4.88530]], "mulliken_charge": [1.28, 1.83, -1.32, -1.31, 0.38, 0.55, 0.45, 0.54, -1.45, 0.35, 0.30, 0.49, -1.42, 0.41, 0.40, 0.34, -1.52, 0.36, 0.43, 0.35, -1.54, 0.30, 0.47, 0.37, 0.71, -0.44, -0.44, 0.37, -0.73, -0.83, -0.32, 0.28, -0.61, -1.13, 0.50, 0.38, -1.22, 0.61, 0.19, 0.40, 0.60, 0.75, -1.34, 0.54, -0.10, 0.37, 0.32, 0.24, 0.30, -0.63, 0.49, -0.38, -0.37, 0.42, -0.62, -0.38, 0.26, 0.26, 0.25, 0.27]}

# 3
{"formula": "C19H35IrN6O4", "method": "ωB97M-V with the def2-TZVPD basis set", "energy_ha": -1477.7378, "homo_lumo_gap_ev": [8.11, 4.57], "homo_ev": [-17.9, -17.8], "charge": 3, "s_squared": 0.756, "spin_multiplicity": 2, "e_lumo_ha": [-0.359, -0.487], "elements": ["Ir", "C", "C", "N", "C", "C", "N", "C", "C", "N", "H", "H", "H", "H", "H", "H", "H", "H", "H", "H", "H", "H", "H", "H", "H", "C", "N", "C", "C", "C", "N", "C", "C", "H", "H", "H", "H", "H", "H", "H", "H", "H", "H", "H", "H", "H", "H", "H", "H", "O", "C", "O", "C", "C", "C", "C", "C", "C", "N", "O", "O", "H", "H", "H", "H"], "xyz": [[0.40453, 0.51295, 0.59160], [-0.63562, 2.37768, 2.75158], [0.87796, 2.60515, 2.63045], [1.51861, 1.32259, 2.21846], [1.57551, 0.36609, 3.38543], [1.46079, -1.06134, 2.89953], [0.39060, -1.14559, 1.86531], [-1.02008, -1.27899, 2.36879], [-1.56708, 0.05228, 2.82961], [-1.09264, 1.18472, 1.93134], [-0.92321, 2.19207, 3.78295], [-1.18544, 3.26251, 2.43505], [1.10939, 3.34470, 1.87610], [1.29844, 2.95686, 3.57363], [2.48452, 1.50292, 1.96044], [2.51527, 0.51551, 3.91743], [0.78152, 0.62233, 4.08068], [2.38815, -1.39592, 2.43687], [1.24093, -1.73879, 3.72600], [0.55569, -1.98898, 1.31630], [-1.60382, -1.64747, 1.53091], [-1.06607, -2.02251, 3.16590], [-2.65550, 0.02960, 2.84126], [-1.23722, 0.27680, 3.83907], [-1.88809, 1.46783, 1.36490], [3.47184, 0.06987, 0.06161], [2.17011, 0.14283, -0.65914], [2.04305, -1.15629, -1.40478], [2.28702, 1.25833, -1.65399], [0.91939, 1.71063, -2.06542], [0.15996, 2.16636, -0.85202], [-1.25124, 2.37929, -1.29869], [0.65328, 3.51533, -0.45112], [4.26742, -0.10579, -0.66445], [3.47336, -0.75651, 0.76839], [3.70621, 1.01593, 0.54850], [2.96234, -1.34081, -1.96077], [1.21015, -1.11214, -2.09688], [1.89271, -1.97108, -0.69833], [2.87090, 0.90928, -2.50763], [2.84766, 2.06939, -1.19030], [0.35876, 0.89333, -2.51515], [0.96745, 2.52637, -2.78887], [-1.26918, 3.23179, -1.97916], [-1.90222, 2.60469, -0.45865], [-1.62035, 1.51068, -1.82386], [0.62226, 4.17671, -1.31781], [1.67912, 3.47392, -0.09510], [0.00112, 3.93553, 0.31063], [-2.64983, -0.19145, 0.15363], [-1.96185, -0.79857, -0.62879], [-0.58875, -0.50099, -0.68635], [-2.35380, -1.82316, -1.58570], [-3.71358, -2.04544, -1.84743], [-4.08092, -3.01684, -2.75903], [-3.10979, -3.77891, -3.41057], [-1.77476, -3.54250, -3.12712], [-1.37679, -2.58367, -2.23001], [-0.71368, -4.32325, -3.81038], [-1.06590, -5.25439, -4.48510], [0.43261, -3.94440, -3.63277], [-4.46527, -1.45620, -1.33914], [-5.12681, -3.18945, -2.97063], [-3.37711, -4.54502, -4.12651], [-0.32201, -2.46643, -2.04067]], "lowdin_spin": [0.61, 0.00, 0.01, 0.01, 0.00, 0.00, 0.00, 0.00, 0.00, 0.00, 0.00, 0.00, 0.00, 0.00, 0.00, 0.00, 0.00, 0.00, 0.00, 0.00, 0.00, 0.00, 0.00, 0.00, 0.00, 0.00, 0.00, 0.00, 0.00, 0.00, 0.00, 0.00, 0.00, 0.00, 0.00, 0.00, 0.00, 0.00, 0.00, 0.00, 0.00, 0.00, 0.00, 0.00, 0.00, 0.00, 0.00, 0.00, 0.00, 0.01, 0.01, 0.29, 0.02, 0.00, 0.01, 0.02, 0.00, 0.02, 0.00, 0.00, 0.00, 0.00, 0.00, 0.00, 0.00]}